[1]
ORCA calculation (ωB97M-V/def2-TZVPD) on the molecule C3H4ClF in a non-equilibrium geometry.

Each line ends with the natural charge from an NBO analysis.
Geometry (Å):
1 H 0.64 1.49 0.61  0.2289
2 H 0.45 -1.36 -1.26  0.1997
3 H -0.44 -0.16 1.67  0.2488
4 C -0.02 0.87 -0.19  -0.4522
5 Cl -2.00 -0.62 -0.07  0.0309
6 C 0.59 -0.48 -0.36  0.1692
7 C -0.44 -0.39 0.43  -0.3370
8 H -0.62 1.50 -0.87  0.2527
9 F 1.84 -0.85 0.05  -0.3411

Values from the calculation:
SMILES = F[C@@H]1C[C@H]1Cl
relative energy (zero: lowest compared OMol25 entry of this formula, charge and spin) = 75.95 kcal per mole
LUMO = 0.028 Ha
Kohn-Sham gap = 0.3938 hartree

[2]
ORCA calculation (ωB97M-V/def2-TZVPD) on the molecule C3H4ClF in a non-equilibrium geometry.

Each line ends with the natural charge from an NBO analysis.
Geometry (Å):
1 H -1.07 1.25 -1.59  0.1553
2 F 0.06 -0.34 -2.42  -0.3470
3 H 1.17 0.31 -0.09  0.2520
4 C -0.55 0.21 -1.33  0.2535
5 Cl 0.69 -0.97 2.53  -0.0206
6 H 0.28 -1.30 -0.25  0.2580
7 C 0.13 -0.23 -0.02  -0.6054
8 H -0.56 0.97 1.76  0.1935
9 C -0.14 0.10 1.40  -0.1393

Values from the calculation:
relative energy (zero: lowest compared OMol25 entry of this formula, charge and spin) = 84.71 kcal per mole
LUMO (alpha / beta) = 0.002 / 0.013 Ha
Kohn-Sham gap (alpha / beta) = 0.3093 / 0.3153 hartree

[3]
ORCA calculation (ωB97M-V/def2-TZVPD) on the molecule C3H4ClF in a non-equilibrium geometry.

Each line ends with the natural charge from an NBO analysis.
Geometry (Å):
1 H -1.45 1.29 0.68  0.2572
2 H -0.40 -1.13 -1.25  0.2277
3 C -0.18 -0.41 -0.37  -0.3572
4 H 0.40 1.54 0.02  0.2448
5 H -1.31 1.08 -1.32  0.2296
6 F 1.16 -2.22 0.71  -0.2667
7 C 0.68 -1.08 0.48  0.4156
8 Cl 1.74 0.09 1.26  -0.0778
9 C -0.65 0.85 -0.20  -0.6732

Values from the calculation:
SMILES = C/C=C(/F)Cl
relative energy (zero: lowest compared OMol25 entry of this formula, charge and spin) = 72.34 kcal per mole
LUMO = 0.028 Ha
Kohn-Sham gap = 0.3532 hartree

[4]
ORCA calculation (ωB97M-V/def2-TZVPD) on the molecule C3H4ClF in a non-equilibrium geometry.

Each line ends with the natural charge from an NBO analysis.
Geometry (Å):
1 H -1.57 0.44 -0.69  0.1950
2 C 0.44 -0.32 0.06  -0.0379
3 H 2.21 0.91 -0.27  0.2290
4 H -1.28 0.21 0.99  0.1783
5 C -1.06 -0.23 0.01  0.0039
6 Cl 1.10 -1.96 -0.01  0.0025
7 C 1.16 0.73 -0.09  -0.4199
8 H 0.69 1.70 0.10  0.2020
9 F -1.69 -1.49 -0.09  -0.3529

Values from the calculation:
SMILES = C=C(Cl)CF
relative energy (zero: lowest compared OMol25 entry of this formula, charge and spin) = 16.04 kcal per mole
LUMO = 0.032 Ha
Kohn-Sham gap = 0.3938 hartree

[5]
ORCA calculation (ωB97M-V/def2-TZVPD) on a cluster of 2 separate species, C3H4ClF in total in a non-equilibrium geometry.

Each line ends with the natural charge from an NBO analysis.
Geometry (Å):
1 F 1.25 0.42 1.33  -0.3586
2 H 0.02 -1.96 -0.17  0.2473
3 Cl -0.71 0.39 -2.04  -0.0445
4 C 0.20 0.26 -0.49  -0.0292
5 C -0.53 -0.91 0.08  -0.6340
6 H -1.55 -0.93 -0.32  0.2315
7 H 1.27 2.06 -0.07  0.2056
8 H -0.72 -0.52 1.48  0.2157
9 C 0.78 1.19 0.20  0.1662

Values from the calculation:
relative energy (zero: lowest compared OMol25 entry of this formula, charge and spin) = 70.76 kcal per mole
LUMO = 0.021 Ha
Kohn-Sham gap = 0.3885 hartree

[6]
ORCA calculation (ωB97M-V/def2-TZVPD) on the molecule C3H4ClF2NS in a non-equilibrium geometry.

Each line ends with the natural charge from an NBO analysis.
Geometry (Å):
1 Cl 2.40 -0.13 -1.23  -0.0338
2 H -0.60 1.86 -0.62  0.2463
3 N -0.89 -1.01 -0.25  -0.5006
4 C 1.41 -0.66 0.13  0.6461
5 H -2.92 -1.77 -0.69  0.1268
6 C 0.01 -0.14 0.01  0.1590
7 H -0.91 1.47 1.01  0.2436
8 S -2.49 -0.53 -0.40  0.2023
9 F 1.98 -0.21 1.24  -0.3131
10 C -0.19 1.31 0.21  -0.7089
11 H 0.73 1.85 0.41  0.2458
12 F 1.48 -2.03 0.19  -0.3136

Values from the calculation:
SMILES = C/C(=N\S)C(F)(F)Cl
relative energy (zero: lowest compared OMol25 entry of this formula, charge and spin) = 0.00 kcal per mole
LUMO = 0.024 Ha
Kohn-Sham gap = 0.3725 hartree

[7]
ORCA calculation (ωB97M-V/def2-TZVPD) on the molecule C3H4ClF3O3S in a non-equilibrium geometry.

Each line ends with the Löwdin spin population.
Geometry (Å):
1 H -0.56 -0.80 1.24  0.0496
2 F -2.14 -3.00 -0.95  0.0012
3 C -0.87 -1.28 0.19  0.0812
4 C 0.45 0.12 -1.16  0.0040
5 S -3.67 0.51 -0.79  0.5823
6 F -0.56 -3.60 0.34  0.0011
7 C -1.46 -2.64 0.19  0.0086
8 H 1.52 0.17 -1.47  0.0000
9 H -0.41 0.32 -2.02  0.0026
10 O -1.93 -0.26 -0.06  0.8434
11 O 0.17 -1.19 -0.69  0.0250
12 Cl -4.33 0.71 1.16  0.0748
13 O -3.27 1.79 -1.21  0.3249
14 F -2.36 -2.73 1.18  0.0000
15 H 0.15 0.78 -0.31  0.0013

Values from the calculation:
relative energy (zero: lowest compared OMol25 entry of this formula, charge and spin) = 0.00 kcal per mole
LUMO (alpha / beta) = 0.009 / -0.129 Ha
Kohn-Sham gap (alpha / beta) = 0.2908 / 0.2792 hartree
2S+1 = 3

[8]
ORCA calculation (ωB97M-V/def2-TZVPD) on the molecule C3H4ClFO in a non-equilibrium geometry.

Each line ends with the natural charge from an NBO analysis.
Geometry (Å):
1 F 0.32 1.20 0.97  -0.4021
2 O -1.90 -0.15 -1.16  -0.5075
3 Cl 1.44 -0.27 -0.68  -0.0076
4 C -0.05 -0.05 0.35  0.2630
5 H -1.17 -1.71 0.69  0.2799
6 H -0.82 -0.72 2.45  0.2716
7 C -0.36 -1.09 1.28  -0.7099
8 C -1.19 0.70 -0.34  0.3531
9 H 0.61 -1.71 1.55  0.2598
10 H -1.22 1.78 -0.39  0.1997

Values from the calculation:
SMILES = C[C@@](F)(Cl)C=O
relative energy (zero: lowest compared OMol25 entry of this formula, charge and spin) = 63.76 kcal per mole
LUMO = -0.029 Ha
Kohn-Sham gap = 0.3643 hartree

[9]
ORCA calculation (ωB97M-V/def2-TZVPD) on the molecule C3H4ClFO in a non-equilibrium geometry.

Each line ends with the natural charge from an NBO analysis.
Geometry (Å):
1 C 0.34 1.14 0.62  -0.1177
2 H 1.41 1.08 0.89  0.1908
3 H 0.65 1.62 -1.19  0.4654
4 H 0.64 -2.08 -0.53  0.1818
5 F 2.13 -0.84 -0.03  -0.3239
6 C 0.84 -1.08 -0.16  0.2144
7 H -0.23 1.46 1.50  0.2034
8 O 0.11 1.98 -0.49  -0.6930
9 Cl -1.73 -0.56 -0.03  0.0175
10 C -0.05 -0.21 0.19  -0.1386

Values from the calculation:
SMILES = OC/C(Cl)=C\F
relative energy (zero: lowest compared OMol25 entry of this formula, charge and spin) = 16.21 kcal per mole
LUMO = 0.030 Ha
Kohn-Sham gap = 0.3889 hartree

[10]
ORCA calculation (ωB97M-V/def2-TZVPD) on the molecule C3H4ClFO in a non-equilibrium geometry.

Each line ends with the natural charge from an NBO analysis.
Geometry (Å):
1 Cl -2.05 -0.53 -0.95  -0.0496
2 C 0.08 0.59 0.54  0.0447
3 H 0.43 0.77 1.57  0.1926
4 F 0.97 -0.32 -1.51  -0.3488
5 H -0.99 -1.31 1.12  0.2382
6 H 1.42 -1.24 0.29  0.1970
7 C -0.72 -0.64 0.33  -0.2447
8 O -0.11 1.71 -0.20  -0.6614
9 C 0.68 -0.52 -0.13  0.1431
10 H 0.29 1.49 -1.06  0.4888

Values from the calculation:
SMILES = O[C@@H]1[C@H](F)[C@@H]1Cl
relative energy (zero: lowest compared OMol25 entry of this formula, charge and spin) = 30.39 kcal per mole
LUMO = 0.021 Ha
Kohn-Sham gap = 0.3941 hartree

[11]
ORCA calculation (ωB97M-V/def2-TZVPD) on the molecule C3H4ClFS in a non-equilibrium geometry.

Each line ends with the natural charge from an NBO analysis.
Geometry (Å):
1 H 2.34 0.13 0.87  0.1404
2 H -2.03 -0.56 -0.22  0.2378
3 C 0.06 0.32 -0.86  0.2840
4 C 0.14 -0.57 0.36  -0.4127
5 H 0.24 -1.67 0.22  0.2522
6 S 1.25 -0.14 1.68  -0.0127
7 F 0.15 -0.35 -2.04  -0.3167
8 H -1.52 0.82 0.72  0.2397
9 C -1.11 0.06 0.07  -0.4502
10 Cl 0.48 1.97 -0.81  0.0382

Values from the calculation:
SMILES = F[C@@]1(Cl)C[C@@H]1S
relative energy (zero: lowest compared OMol25 entry of this formula, charge and spin) = 30.78 kcal per mole
LUMO = 0.027 Ha
Kohn-Sham gap = 0.3695 hartree

[12]
ORCA calculation (ωB97M-V/def2-TZVPD) on a structure of composition C3H4ClIN2 in a non-equilibrium geometry.

Each line ends with the natural charge from an NBO analysis.
Geometry (Å):
1 C -0.05 -1.20 -0.23  -0.3536
2 C -0.12 0.95 0.61  0.1550
3 H 0.68 -2.02 -0.28  0.2477
4 Cl -2.03 1.77 -0.43  -0.3443
5 I 2.67 0.32 -0.34  0.1145
6 C 0.50 0.20 -0.52  -0.4008
7 H -0.88 -1.45 -0.90  0.2589
8 N -0.64 0.04 1.52  -0.1928
9 H 0.27 0.59 -1.50  0.2841
10 N -0.60 -1.11 1.10  -0.0158
11 H 0.20 1.91 0.96  0.2470

Values from the calculation:
relative energy (zero: lowest compared OMol25 entry of this formula, charge and spin) = 10.28 kcal per mole
LUMO = -0.075 Ha
Kohn-Sham gap = 0.3012 hartree

[13]
ORCA calculation (ωB97M-V/def2-TZVPD) on a cluster of 2 separate species, C3H4ClN in total in a non-equilibrium geometry.

Each line ends with the natural charge from an NBO analysis.
Geometry (Å):
1 C -2.25 0.91 -0.53  -0.2386
2 H -1.97 0.14 1.61  0.2417
3 C -2.07 0.69 0.68  -0.2422
4 C 1.58 -0.83 -0.21  0.0690
5 H 3.34 -1.60 0.38  0.4203
6 Cl 3.94 0.68 0.01  -0.2270
7 H 0.84 -0.11 -0.31  0.2011
8 H -2.32 1.45 -1.46  0.2402
9 N 2.74 -0.82 0.09  -0.4643

Values from the calculation:
relative energy (zero: lowest compared OMol25 entry of this formula, charge and spin) = 118.69 kcal per mole
LUMO = 0.007 Ha
Kohn-Sham gap = 0.3293 hartree

[14]
ORCA calculation (ωB97M-V/def2-TZVPD) on a cluster of 2 separate species, C3H4ClN2O5P in total in a non-equilibrium geometry.

Each line ends with the natural charge from an NBO analysis.
Geometry (Å):
1 C 2.09 0.08 1.13  0.8202
2 C 4.23 0.06 -0.09  0.7287
3 O 5.18 0.12 0.66  -0.7280
4 H 4.68 0.75 -1.87  0.2945
5 O 1.27 0.52 1.85  -0.5975
6 H -1.17 0.09 -0.61  0.2118
7 N 2.98 -0.49 0.59  -0.6194
8 O -3.21 -1.59 -1.12  -1.0091
9 O -4.18 -1.09 1.22  -1.1697
10 P -3.56 -0.42 0.02  2.3021
11 N 3.83 0.43 -1.27  -0.8983
12 Cl -2.04 1.91 0.74  -0.0471
13 O -4.30 0.68 -0.69  -1.1922
14 H -2.86 -0.94 -1.81  0.4689
15 C -1.79 0.25 0.29  -0.8047
16 H -1.16 -0.36 0.96  0.2399

Values from the calculation:
relative energy (zero: lowest compared OMol25 entry of this formula, charge and spin) = 0.00 kcal per mole
LUMO = 0.212 Ha
net charge = -2
Kohn-Sham gap = 0.3026 hartree

[15]
ORCA calculation (ωB97M-V/def2-TZVPD) on the molecule C3H4ClN3O in a non-equilibrium geometry.

Each line ends with the natural charge from an NBO analysis.
Geometry (Å):
1 H 1.58 0.37 -1.17  0.2400
2 N -0.55 1.42 1.08  -0.1835
3 Cl -2.44 0.21 -0.73  0.0906
4 H 1.27 2.27 0.35  0.2318
5 N -1.55 -0.19 0.68  -0.1528
6 H -0.73 -1.98 1.07  0.4009
7 O 1.38 -1.93 0.03  -0.5604
8 C 0.60 -1.03 -0.02  0.6929
9 H -0.04 0.21 -1.51  0.2727
10 N -0.68 -1.14 0.55  -0.4806
11 C 0.45 1.41 0.35  0.0373
12 C 0.70 0.38 -0.70  -0.5889

Values from the calculation:
relative energy (zero: lowest compared OMol25 entry of this formula, charge and spin) = 117.16 kcal per mole
LUMO (alpha / beta) = -0.021 / -0.021 Ha
Kohn-Sham gap (alpha / beta) = 0.3313 / 0.3312 hartree

[16]
ORCA calculation (ωB97M-V/def2-TZVPD) on a structure of composition C3H4ClNO2 in a non-equilibrium geometry.

Each line ends with the natural charge from an NBO analysis.
Geometry (Å):
1 C 0.98 0.63 -0.07  -0.4450
2 H 1.48 0.68 0.89  0.2477
3 N -0.90 0.04 -0.23  -0.2644
4 C -0.46 1.26 0.00  0.6474
5 C 0.30 -0.74 -0.35  0.2397
6 Cl -3.14 -0.81 -0.12  -0.1741
7 H 1.57 1.04 -0.89  0.2483
8 H 0.47 -1.15 -1.35  0.1900
9 H 0.08 -1.54 1.39  0.4847
10 O -0.87 2.35 0.18  -0.5022
11 O 0.48 -1.76 0.54  -0.6721

Values from the calculation:
relative energy (zero: lowest compared OMol25 entry of this formula, charge and spin) = 85.94 kcal per mole
LUMO = -0.110 Ha
Kohn-Sham gap = 0.2776 hartree

[17]
ORCA calculation (ωB97M-V/def2-TZVPD) on the molecule C3H4ClNO2S in a non-equilibrium geometry.

Each line ends with the natural charge from an NBO analysis.
Geometry (Å):
1 C 0.61 1.02 -0.01  -0.3226
2 S 2.21 0.65 -0.02  1.1253
3 C 0.15 -1.40 0.03  -0.4326
4 Cl -2.28 1.78 -0.02  -0.0621
5 O -2.56 -0.79 -0.04  -0.5456
6 H 0.23 2.02 -0.01  0.2597
7 C -1.76 0.09 0.00  0.6614
8 N -0.43 -0.07 0.10  -0.4435
9 H 0.79 -1.56 0.90  0.2104
10 H 0.75 -1.50 -0.87  0.2064
11 O 2.95 1.91 -0.07  -0.9093
12 H -0.65 -2.13 0.02  0.2525

Values from the calculation:
relative energy (zero: lowest compared OMol25 entry of this formula, charge and spin) = 0.00 kcal per mole
LUMO = -0.023 Ha
Kohn-Sham gap = 0.3224 hartree

[18]
ORCA calculation (ωB97M-V/def2-TZVPD) on the molecule C3H4ClNS in a non-equilibrium geometry.

Each line ends with the natural charge from an NBO analysis.
Geometry (Å):
1 H 1.72 -0.75 1.04  0.2425
2 Cl 0.67 1.80 1.91  0.0803
3 H 0.21 -1.49 1.28  0.2377
4 N -0.51 1.13 -0.21  -0.4047
5 S 0.47 -1.15 -1.09  0.1603
6 C -0.85 0.15 -1.16  -0.3430
7 C 0.76 -0.69 0.63  -0.6153
8 H -1.72 -0.42 -1.08  0.2105
9 C 0.21 0.72 0.73  0.2105
10 H -0.96 0.70 -2.06  0.2211

Values from the calculation:
SMILES = ClC1=NCSC1
relative energy (zero: lowest compared OMol25 entry of this formula, charge and spin) = 10.02 kcal per mole
LUMO = 0.026 Ha
Kohn-Sham gap = 0.3549 hartree

[19]
ORCA calculation (ωB97M-V/def2-TZVPD) on the molecule C3H4ClNS in a non-equilibrium geometry.

Each line ends with the natural charge from an NBO analysis.
Geometry (Å):
1 H -0.48 0.60 1.47  0.2338
2 C 0.66 -0.84 0.17  -0.2391
3 H 1.42 0.37 -1.58  0.4087
4 N 0.60 0.05 -1.07  -0.5711
5 C -0.62 0.05 0.60  -0.3250
6 Cl -1.97 -0.89 0.91  0.0236
7 H 1.47 -0.45 0.95  0.2136
8 H 0.28 -2.01 0.16  0.2387
9 S -0.93 2.30 -0.96  -0.0348
10 C -0.43 0.82 -0.63  0.0516

Values from the calculation:
SMILES = S=C1NC[C@@H]1Cl
relative energy (zero: lowest compared OMol25 entry of this formula, charge and spin) = 34.77 kcal per mole
LUMO = 0.010 Ha
Kohn-Sham gap = 0.3324 hartree

[20]
ORCA calculation (ωB97M-V/def2-TZVPD) on the molecule C3H4ClNS in a non-equilibrium geometry.

Each line ends with the natural charge from an NBO analysis.
Geometry (Å):
1 C -0.72 0.32 0.15  0.0668
2 H 0.85 -0.10 1.85  0.2532
3 H -0.83 2.01 -1.23  0.4189
4 S -2.03 -0.65 0.02  -0.0947
5 C 0.67 0.18 0.71  -0.2475
6 Cl 1.61 -1.07 -0.22  -0.0363
7 H 1.71 1.74 -0.62  0.2206
8 N -0.36 1.39 -0.55  -0.5625
9 C 0.91 1.66 0.20  -0.2257
10 H 0.80 2.39 0.94  0.2073

Values from the calculation:
SMILES = S=C1NC[C@@H]1Cl
relative energy (zero: lowest compared OMol25 entry of this formula, charge and spin) = 21.63 kcal per mole
LUMO = 0.006 Ha
Kohn-Sham gap = 0.3224 hartree